Entry 1:
{"formula": "C6H8N", "method": "wB97M-V/def2-TZVPD", "species": ["C", "C", "N", "C", "C", "C", "C", "H", "H", "H", "H", "H", "H", "H", "H"], "coordinates": [[2.18652, -0.26542, 0.76395], [1.02916, -0.09408, -0.04837], [0.18117, -0.98645, -0.51958], [0.08758, 0.54351, -0.85286], [-1.21174, 1.06029, -0.23466], [-2.45905, 0.10399, -0.39973], [-1.64467, -0.08384, 0.68307], [1.62205, -0.51711, 1.66516], [2.80502, 0.60747, 0.94449], [2.85173, -1.05649, 0.47990], [0.67072, -1.71961, -1.08850], [0.28919, 0.79015, -2.00350], [-1.41623, 2.09517, 0.00513], [-3.30451, 0.15866, -1.09185], [-1.68693, -0.63625, 1.69736]], "forces_ev_per_a": [[0.378, 1.216, 0.745], [0.768, -1.630, -0.844], [2.138, 1.087, -0.907], [-1.221, 0.823, -4.062], [-1.413, -3.165, 0.953], [3.539, 1.473, 2.614], [-4.783, 0.119, -1.083], [0.541, -0.289, 0.792], [-0.322, 0.297, -0.015], [-0.085, -0.845, -0.195], [-1.147, 0.294, 0.554], [0.124, -0.085, 2.822], [0.723, 0.144, -0.105], [0.386, -0.684, 0.616], [0.373, 1.247, -1.884]], "nbo_charge": [-0.71, 0.48, -0.47, -0.06, -0.31, -0.13, -0.21, 0.30, 0.28, 0.29, 0.45, 0.28, 0.26, 0.28, 0.28], "molar_mass_g_mol": 94.1, "e_homo_ev": [-13.8, -13.8], "fmax_ev_per_a": 4.91, "total_charge": 1, "smiles": "CC1=[NH+][C@H]1C1C=C1", "e_above_lowest_ev": 7.165, "multiplicity": 1}



Entry 2:
{"formula": "C13H25IN6O3Ru", "method": "wB97M-V/def2-TZVPD", "species": ["Ru", "N", "C", "C", "N", "C", "C", "N", "H", "H", "H", "H", "H", "H", "H", "H", "H", "H", "H", "H", "H", "N", "C", "O", "C", "I", "H", "H", "H", "H", "O", "C", "N", "C", "O", "C", "C", "C", "C", "N", "C", "H", "H", "H", "H", "H", "H", "H", "H"], "coordinates": [[-0.47303, 1.23584, -0.59605], [-2.45393, 0.45704, -1.81025], [-3.54483, 1.41924, -1.60585], [-3.50943, 1.97404, -0.17895], [-2.20823, 2.55584, 0.19925], [-1.93603, 3.92414, -0.28635], [-1.43583, 4.00634, -1.73445], [-0.22913, 3.19184, -1.93365], [-2.37033, 0.23064, -2.79985], [-2.67233, -0.40896, -1.31405], [-4.52283, 0.94504, -1.74765], [-3.45853, 2.20624, -2.35555], [-3.71883, 1.15434, 0.51975], [-4.30753, 2.72094, -0.07865], [-2.18013, 2.59184, 1.22405], [-1.17063, 4.36154, 0.36465], [-2.83893, 4.54324, -0.20385], [-1.23243, 5.06524, -1.94395], [-2.19283, 3.68314, -2.45045], [0.55667, 3.62544, -1.44005], [0.00787, 3.14474, -2.92585], [3.62827, 2.02794, 1.19005], [2.97527, 1.62314, 0.11815], [1.74007, 1.62464, 0.04515], [3.81647, 1.15324, -1.05375], [4.55877, 2.86344, -2.20305], [3.13017, 2.36254, 2.00515], [4.63627, 2.04724, 1.23575], [3.21957, 0.55214, -1.73995], [4.68897, 0.59414, -0.72045], [2.03597, -4.74246, 4.44295], [0.99577, -5.30686, 3.72845], [0.92197, -4.71526, 2.41685], [0.30347, -3.53226, 2.19245], [-0.33253, -2.92146, 3.01665], [0.41217, -2.98146, 0.78545], [0.80937, -3.67816, -0.34965], [0.80767, -3.02166, -1.57535], [0.39227, -1.69976, -1.62755], [0.01527, -1.03596, -0.53545], [0.02247, -1.64746, 0.63925], [2.06497, -5.04926, 5.36245], [0.02547, -5.19226, 4.24165], [1.16097, -6.39506, 3.59055], [1.57647, -5.06606, 1.73335], [1.10727, -4.71556, -0.31935], [1.11107, -3.53086, -2.47785], [0.36187, -1.15146, -2.56645], [-0.29433, -1.09276, 1.52225]], "forces_ev_per_a": [[-0.337, 0.099, -1.633], [1.506, 0.345, 1.414], [-0.373, 0.642, 0.372], [-0.631, -0.675, -0.580], [1.653, -1.221, -0.427], [0.459, 0.827, -0.680], [-0.812, 0.355, 0.276], [-0.013, -1.219, 1.678], [0.310, -0.024, 0.069], [0.117, -0.010, -0.188], [0.149, 0.005, -0.072], [-0.070, -0.136, 0.104], [0.017, 0.220, -0.036], [0.183, -0.062, 0.155], [0.146, -0.137, -0.228], [-0.166, -0.076, 0.022], [0.107, -0.148, 0.141], [0.019, -0.200, -0.047], [0.137, 0.091, 0.108], [0.105, -0.111, -0.298], [0.128, -0.341, 0.161], [-0.475, 0.057, 0.276], [2.217, -0.215, -0.620], [-3.524, -0.081, -0.274], [-0.051, 0.389, -0.127], [-0.407, -0.559, 0.470], [0.027, -0.028, -0.085], [0.023, -0.036, -0.155], [0.094, 0.111, 0.165], [-0.029, 0.085, -0.048], [0.728, 0.664, 0.281], [-0.875, -1.421, 0.571], [0.137, 0.356, -0.371], [0.394, -0.739, 0.320], [-0.272, 0.443, 0.030], [-0.159, 0.409, -0.191], [-0.053, 0.319, -0.020], [-0.183, 0.393, 0.068], [0.266, -0.275, -1.019], [-0.553, 2.082, 0.166], [0.057, -0.429, 0.891], [-0.185, -0.017, -0.374], [0.275, 0.174, -0.340], [-0.103, 0.477, -0.104], [-0.062, 0.024, 0.116], [-0.006, -0.095, 0.097], [-0.019, 0.045, -0.083], [0.047, -0.160, 0.078], [0.057, -0.197, -0.028]], "mulliken_spin": [1.10, -0.04, 0.00, 0.00, -0.09, 0.00, 0.00, -0.05, 0.00, 0.00, 0.00, 0.00, 0.00, 0.00, 0.01, 0.00, 0.00, 0.00, 0.00, 0.00, 0.00, 0.00, 0.00, 0.01, 0.00, 0.00, 0.00, 0.00, 0.00, 0.00, 0.00, 0.00, 0.00, 0.00, 0.00, -0.01, 0.00, 0.00, 0.02, 0.04, 0.01, 0.00, 0.00, 0.00, 0.00, 0.00, 0.00, 0.00, 0.00], "s2": 0.832, "molar_mass_g_mol": 541.4, "e_homo_ev": [-16.5, -16.5], "fmax_ev_per_a": 3.54, "total_charge": 3, "e_above_lowest_ev": 3.088, "multiplicity": 2}



Entry 3:
{"formula": "C2H2N4O2", "method": "wB97M-V/def2-TZVPD", "species": ["C", "C", "H", "H", "N", "N", "N", "N", "O", "O"], "coordinates": [[-0.51785, -0.30020, -0.15830], [1.99756, 0.34842, -0.02789], [-3.35024, -0.32217, 0.50749], [3.02040, 0.46568, 0.13625], [-1.71332, -0.69971, 0.08791], [-0.22074, 1.07962, -0.20473], [1.01600, 1.28217, 0.03527], [1.79900, -0.91201, -0.05496], [-2.53303, 0.33437, -0.15261], [0.50223, -1.27619, -0.16842]], "forces_ev_per_a": [[-0.032, -1.141, 0.405], [-0.819, -2.897, 0.862], [2.550, 4.176, -3.311], [1.408, 1.671, 0.102], [4.224, -1.043, -1.142], [2.759, -1.291, 0.899], [-1.384, 3.303, -1.199], [-0.415, -0.106, -0.539], [-6.720, -2.697, 3.911], [-1.571, 0.025, 0.011]], "nbo_charge": [0.46, 0.07, 0.50, 0.22, -0.18, -0.09, -0.16, 0.00, -0.50, -0.31], "molar_mass_g_mol": 114.1, "e_homo_ev": -9.2, "fmax_ev_per_a": 8.23, "total_charge": 0, "e_above_lowest_ev": 8.831, "multiplicity": 1}